2 unconnected molecules or ions with the total composition C15H24NO6S at a distorted geometry. Source: OMol25; level of theory: ωB97M-V/def2-TZVPD.

```
47
Properties=species:S:1:pos:R:3:forces:R:3:lowdin_charge:R:1
C -3.4291 -2.8793 0.1778 -0.2323 0.0504 -0.1397 -0.03
C -3.6908 -1.4232 -0.5297 -4.2243 5.6554 2.9882 -0.27
O -4.4547 -0.4846 0.0867 5.4270 -6.7992 -3.9878 0.01
O -3.1056 -0.9912 -1.8389 0.4404 -0.5010 3.8716 -0.13
C -1.8014 -0.3857 -1.4220 0.3145 -0.8511 -0.1611 -0.17
C -0.7117 -1.6370 -1.4657 0.3895 1.6144 -0.5710 -0.17
C 0.3923 -1.2411 -2.6536 -0.1274 -1.3707 0.3800 -0.21
C 1.7816 -2.1000 -2.5129 0.5633 0.2763 -1.3604 -0.22
C 3.0163 -1.3119 -1.7767 0.3739 -0.6707 0.7480 -0.22
C 2.5711 -0.2788 -0.5843 0.6824 0.4050 0.3167 -0.21
C 2.7823 1.2838 -1.0792 0.1325 0.1538 -0.1425 -0.23
C 2.1783 2.4080 -0.0490 -0.5653 0.0909 0.2323 -0.20
C 2.5818 2.1951 1.5264 -0.4931 0.0451 4.6156 -0.12
C 4.0104 1.5284 2.0590 -2.3820 0.9062 1.6963 -0.06
C 4.2861 1.3204 3.6618 -4.5036 2.0822 -1.1697 -0.06
C 3.0980 1.8143 4.7101 2.6367 -0.9163 -3.9509 -0.06
N 1.8279 2.4602 4.1658 1.6828 -0.7292 -1.4535 -0.06
C 1.5135 2.6676 2.6912 3.5554 -1.7742 -1.9731 -0.01
H -4.0515 -3.6920 -0.4203 1.2956 1.7422 1.3240 0.10
H -2.3060 -3.2176 0.2144 -2.1284 0.8743 -0.4142 0.07
H -3.7895 -2.8120 1.3050 0.4746 0.0385 -2.6751 0.11
H -1.8774 0.0903 -0.3411 0.0599 -0.9007 -2.3189 0.14
H -1.5425 0.4506 -2.2065 -0.5742 -1.7512 1.5256 0.13
H -1.2707 -2.6226 -1.7615 1.1324 2.0018 0.5933 0.12
H -0.2288 -1.7428 -0.4043 -0.6862 0.0369 -2.0829 0.10
H 0.6311 -0.0957 -2.6787 -0.5483 -2.1838 0.1224 0.09
H -0.1203 -1.5608 -3.6674 1.0248 0.8987 1.9859 0.12
H 2.1481 -2.3210 -3.6273 -0.7117 0.3109 2.3996 0.11
H 1.6179 -3.1488 -2.0129 0.1192 2.1440 -0.8344 0.11
H 3.6954 -2.1556 -1.2756 -1.3928 1.8371 -1.1121 0.11
H 3.7415 -0.7412 -2.5216 -1.7644 -1.1409 1.3499 0.11
H 1.4617 -0.3770 -0.2257 2.0574 -0.0091 -0.8803 0.10
H 3.2479 -0.5498 0.3607 -1.5131 0.9587 -1.9946 0.10
H 2.2154 1.4070 -2.1165 1.1537 -0.1825 2.2076 0.11
H 3.9154 1.5456 -1.3064 -2.2223 -0.7839 0.5580 0.11
H 2.4859 3.5088 -0.3767 -0.4531 -2.4124 0.6709 0.12
H 0.9926 2.3661 -0.1727 2.5242 0.0870 0.6307 0.12
H 4.7675 1.2019 1.2231 -1.5592 0.6626 2.0705 0.08
H 5.2945 0.8123 4.0048 -2.5072 1.2519 -0.5258 0.09
H 3.3134 1.6565 5.8581 -1.0486 0.6183 -2.6562 0.10
H 1.1027 2.7801 4.8509 1.2221 -0.5710 -1.0727 0.12
H 0.4874 3.1648 2.3655 2.4298 -1.2404 1.1456 0.12
O -9.0597 1.2996 0.0671 -0.0876 0.3258 0.0274 -0.35
S -7.7555 0.6215 -0.0467 -0.0712 -0.0726 -0.2610 0.18
O -7.9137 -0.8067 0.2827 0.2190 -0.2944 0.0855 -0.35
O -6.7976 1.2384 0.8887 -0.0112 0.1489 0.4537 -0.33
O -7.2512 0.7549 -1.4257 -0.1038 -0.0615 -0.2614 -0.34
```
Positions in Å, forces in eV/Å.

Values from the calculation:
HOMO level (eV): -2.337
Calculated total energy (a.u.): -1489.74998
Orbital gap (eV): 1.29
Net charge: -1

---

A molecular structure, C30H43AsN6O7OsS2Si3. Source: OMol25; level of theory: ωB97M-V/def2-TZVPD.

```
93
Properties=species:S:1:pos:R:3:forces:R:3:lowdin_charge:R:1
Os 0.2092 1.2955 -0.1453 -0.0713 0.3844 0.0309 1.30
O 4.9986 2.5056 3.4121 -0.0481 0.0022 0.0936 0.16
C 3.9295 2.5958 4.1832 0.0592 0.0184 -0.0388 -0.49
O 3.9759 2.8468 5.3536 -0.0050 -0.0036 0.0215 0.14
C 2.5813 2.3764 3.5501 -0.0047 0.0105 0.0749 -0.02
C 1.4247 2.5151 4.2890 -0.0269 0.0082 -0.0114 0.04
N 0.3933 2.2568 3.4668 0.0005 0.0030 -0.0284 0.03
N 0.8022 1.9380 2.2279 0.0203 -0.1166 0.1024 -0.02
C 2.1304 2.0108 2.2693 0.0121 -0.0377 -0.0543 -0.17
C 2.8931 1.7391 1.0140 -0.0762 0.0616 -0.0540 -0.54
O 4.0893 1.9209 0.9526 0.0004 -0.0389 -0.0353 0.12
O 2.1886 1.2764 0.0138 0.1371 -0.0138 0.0961 -0.29
H 4.7674 2.3081 2.4782 0.0299 -0.0026 -0.0566 0.07
H 1.3000 2.7742 5.3283 0.0059 0.0042 -0.0061 0.16
H -0.5891 2.2615 3.6939 -0.0021 -0.0100 0.0102 0.17
N 0.5721 3.7470 -3.8113 -0.0394 -0.0229 -0.0097 0.21
C 0.1743 2.6692 -4.5920 0.0137 0.0873 -0.0154 -0.16
C 0.0505 2.5246 -5.9687 -0.0098 -0.0216 0.0031 0.01
C -0.4192 1.3074 -6.4146 -0.0070 -0.0041 0.0070 -0.05
C -0.7489 0.2755 -5.5199 0.0114 0.0001 -0.0203 -0.05
C -0.6137 0.4286 -4.1567 0.0517 -0.0488 0.0142 -0.04
C -0.1388 1.6516 -3.6895 0.0331 -0.0255 0.0476 -0.21
N 0.0798 2.1206 -2.3895 -0.1295 -0.0060 -0.0632 0.06
C 0.4801 3.3682 -2.5258 0.0710 0.0573 0.0236 -0.27
C 0.7068 4.2067 -1.3610 -0.0222 -0.1025 -0.0213 -0.30
C 1.1532 5.4863 -1.2895 -0.0426 0.0107 0.0028 -0.29
S 1.1530 6.0061 0.3313 0.0448 0.0648 0.0135 1.17
C 0.5792 4.4950 0.8227 -0.0842 -0.0522 -0.0246 -0.43
N 0.3834 3.6328 -0.1472 0.1469 0.0415 0.0194 -0.08
H 0.8304 4.6607 -4.1469 0.0119 -0.0088 -0.0101 0.18
H 0.3008 3.3216 -6.6553 0.0022 0.0005 0.0034 0.13
H -0.5388 1.1426 -7.4764 0.0012 -0.0021 0.0027 0.12
H -1.1115 -0.6636 -5.9154 0.0000 0.0044 -0.0073 0.12
H -0.8471 -0.3801 -3.4803 0.0135 0.0003 0.0162 0.07
H 1.4764 6.1366 -2.0863 -0.0056 -0.0014 0.0034 0.10
H 0.3975 4.2763 1.8625 0.0055 0.0048 -0.0140 0.08
N -1.9545 1.5383 -0.1793 0.0041 0.0339 -0.0189 -0.05
C -2.8718 0.8836 0.7537 0.0413 -0.0170 0.0008 -0.29
C -4.1982 0.7054 0.4003 0.0060 0.0101 0.0000 -0.01
C -5.0731 0.1255 1.3082 -0.0185 -0.0150 -0.0172 -0.01
C -4.6061 -0.2525 2.5576 0.1624 0.1447 -0.1612 -0.27
C -3.2754 -0.0717 2.9094 0.0140 -0.0521 0.0577 -0.04
C -2.4015 0.4913 1.9955 -0.0277 -0.0259 -0.0060 -0.05
S -5.7101 -1.0061 3.7032 -0.6828 -0.3128 -0.2201 0.50
O -5.7602 -0.1626 4.8979 0.1882 0.0634 0.1956 -0.10
O -5.0863 -2.2514 4.1456 0.1618 0.0807 0.1137 -0.12
O -6.9720 -1.1633 3.0461 0.1998 0.0668 0.0159 -0.17
H -2.0641 2.5460 -0.0602 -0.0664 0.0048 -0.0387 0.11
H -2.2707 1.3558 -1.1314 0.0040 -0.0197 0.0106 0.08
H -4.5567 1.0113 -0.5755 -0.0037 0.0069 0.0068 0.13
H -6.1110 -0.0352 1.0495 0.0005 0.0054 0.0148 0.13
H -2.9184 -0.3993 3.8783 -0.0248 0.0122 0.0021 0.13
H -1.3485 0.5800 2.2271 0.0189 0.0250 -0.0043 0.05
C 2.5717 -3.7350 -1.0353 0.0221 -0.0612 -0.0573 -0.19
Si 2.2946 -1.9700 -1.5675 0.1678 -0.0444 -0.1401 0.34
C 1.7724 -1.8744 -3.3481 -0.0527 -0.0228 -0.0558 -0.20
C 3.8591 -0.9921 -1.3445 0.0051 0.0150 -0.0183 -0.18
As 0.4473 -1.1900 -0.2042 -0.1364 -0.1211 0.1851 0.79
Si -1.5121 -2.4939 -0.7289 -0.0578 -0.0901 0.0134 0.34
C -2.4070 -2.9595 0.8399 0.0214 0.0652 0.0362 -0.18
C -2.6438 -1.4777 -1.8327 0.0088 0.0195 -0.0470 -0.20
C -0.9775 -4.0261 -1.6405 0.0578 -0.0270 -0.0084 -0.20
Si 1.2063 -2.0418 1.9523 -0.0279 -0.0194 -0.0228 0.36
C 0.1506 -1.4093 3.3513 -0.0466 0.0035 -0.0337 -0.20
C 2.9705 -1.4731 2.1715 0.0551 -0.0258 0.0304 -0.17
C 1.0362 -3.8992 1.8791 0.0349 -0.0590 0.0316 -0.19
H 3.0008 -4.2747 -1.8845 0.0371 0.0156 0.0109 0.06
H 1.6763 -4.2718 -0.7329 -0.0078 0.0031 -0.0613 0.00
H 3.2959 -3.7846 -0.2205 -0.0109 0.0024 -0.0045 0.04
H 2.5606 -2.3621 -3.9300 -0.0169 0.0001 -0.0126 0.06
H 1.7032 -0.8442 -3.6966 -0.0149 0.0201 -0.0103 0.02
H 0.8363 -2.3872 -3.5721 0.0165 0.0553 -0.0235 0.02
H 4.4786 -1.2054 -2.2215 0.0052 -0.0467 0.0121 0.05
H 4.4201 -1.3173 -0.4688 0.0056 0.0481 0.0273 0.04
H 3.7205 0.0845 -1.2949 -0.0057 -0.0029 -0.0066 0.02
H -3.0980 -2.1736 1.1447 -0.0113 0.0128 0.0329 0.01
H -1.7480 -3.1808 1.6786 -0.0089 -0.0230 -0.0060 0.02
H -2.9947 -3.8610 0.6457 -0.0219 0.0202 -0.0215 0.06
H -2.3339 -0.4400 -1.9556 -0.0372 -0.0462 0.0001 -0.02
H -3.6568 -1.4870 -1.4260 0.0090 -0.0158 -0.0109 0.04
H -2.6870 -1.9168 -2.8315 0.0035 0.0184 -0.0088 0.05
H -0.5342 -4.7717 -0.9794 0.0037 -0.0018 -0.0136 0.03
H -0.2821 -3.8330 -2.4575 -0.0230 -0.0248 0.0289 0.02
H -1.8761 -4.4735 -2.0757 -0.0076 -0.0119 0.0240 0.05
H 0.2764 -0.3409 3.5182 -0.0095 0.0444 0.0152 0.00
H 0.4947 -1.9236 4.2540 0.0080 0.0114 0.0005 0.06
H -0.9066 -1.6427 3.2264 -0.0038 0.0028 0.0062 0.01
H 3.0841 -0.9986 3.1495 0.0145 0.0012 -0.0056 0.05
H 3.3097 -0.7712 1.4122 -0.0054 0.0079 -0.0048 0.00
H 3.6490 -2.3285 2.1455 -0.0007 0.0083 0.0009 0.05
H 0.2343 -4.2523 1.2318 -0.0195 0.0046 0.0029 0.01
H 0.8128 -4.2541 2.8889 0.0141 -0.0041 0.0016 0.06
H 1.9608 -4.3759 1.5559 -0.0390 0.0120 0.0464 0.03
```
Positions in Å, forces in eV/Å.

Values from the calculation:
HOMO level (spin up / spin down) (eV): -14.049 / -14.158
Calculated total energy (a.u.): -6015.07844
<S²>: 6.03
Orbital gap (spin up / spin down) (eV): 8.52 / 5.86
Net charge: +2
Multiplicity: 5

---

A single C4H5F2NO molecule at a distorted geometry. Source: OMol25; level of theory: ωB97M-V/def2-TZVPD.

```
13
Properties=species:S:1:pos:R:3:forces:R:3:lowdin_charge:R:1
C 0.6362 -0.0434 -0.7305 0.4352 -0.4414 -0.2825 -0.28
C -0.1927 1.1925 -0.6526 -0.7036 -0.4249 -0.0130 -0.13
C -0.9044 -0.8227 0.9939 -0.7462 1.9642 -0.6885 -0.04
C 0.5570 -0.6903 0.6207 -1.0710 -0.2624 -1.0883 -0.27
H 0.3660 -0.7517 -1.5323 0.0890 0.3830 0.2104 0.18
H -0.2315 1.7513 -1.5852 0.1780 -0.0252 0.0388 0.15
H 0.1936 1.8023 0.1472 0.2810 0.5193 0.3099 0.14
H -1.1610 -1.6603 1.5831 -0.3864 -0.5745 0.8912 0.11
H 1.1287 -0.0218 1.2388 0.2826 -0.1237 0.9269 0.16
N -1.8769 -0.0571 0.5983 2.1277 -1.4737 -0.1507 0.09
O -1.5373 0.8641 -0.3806 -1.4048 0.6136 0.0808 -0.13
F 1.9333 0.3976 -0.9062 0.6192 -0.1192 -0.4222 0.01
F 1.0890 -1.9604 0.6054 0.2992 -0.0351 0.1870 0.02
```
Positions in Å, forces in eV/Å.

Values from the calculation:
HOMO level (eV): -10.149
Calculated total energy (a.u.): -485.06030
Orbital gap (eV): 10.98
Net charge: 0
Structure (SMILES): F[C@@H]1C=NOC[C@H]1F

---

A molecular structure, C32H53NP2W at a distorted geometry. Source: OMol25; level of theory: ωB97M-V/def2-TZVPD.

```
89
Properties=species:S:1:pos:R:3:forces:R:3:lowdin_charge:R:1
W 0.8808 0.5187 0.4612 -5.2457 -4.1473 1.7906 1.35
C 3.0475 0.6755 0.5628 0.9702 1.3750 0.1138 -0.34
C 2.5362 1.6461 -0.3794 1.3667 1.1128 0.0693 -0.35
C 1.7065 2.1776 1.7274 1.0582 0.6847 -0.0664 -0.31
C 2.5658 1.0377 1.8669 0.5301 0.9048 0.1384 -0.30
C 1.6684 2.5457 0.3367 1.5684 0.6206 0.4545 -0.36
C 4.1067 -0.3471 0.3042 0.0545 -0.3797 -0.0572 0.00
H 4.1268 -0.6466 -0.7474 0.0738 0.0439 0.2016 0.07
H 3.9478 -1.2428 0.9198 0.0959 0.1895 -0.1800 0.09
H 5.0972 0.0584 0.5611 -0.3106 -0.0538 -0.0744 0.12
C 3.0575 0.4998 3.1727 -0.1980 -0.3472 0.3413 0.00
H 3.4529 -0.5190 3.0772 -0.0966 0.2823 0.0266 0.09
H 2.2599 0.4783 3.9277 0.2136 -0.0087 -0.2425 0.09
H 3.8659 1.1374 3.5657 -0.2213 -0.1009 -0.2847 0.12
C 1.2032 3.0214 2.8508 -0.3213 -0.0136 0.3846 0.00
H 1.9879 3.7262 3.1775 -0.1671 -0.2871 -0.2191 0.12
H 0.9264 2.4131 3.7214 0.0909 0.1804 -0.2927 0.06
H 0.3298 3.6159 2.5572 0.2175 -0.1289 0.0946 0.09
C 1.0793 3.8207 -0.1759 -0.2746 0.1479 -0.1134 -0.02
H 1.7014 4.6751 0.1361 -0.1558 -0.3132 -0.0992 0.12
H 0.0720 3.9808 0.2295 0.2074 0.0389 -0.1072 0.09
H 1.0218 3.8245 -1.2678 0.0419 0.0780 0.2084 0.07
C 3.0916 1.9254 -1.7367 0.0941 0.0314 -0.4205 -0.01
H 3.8951 2.6755 -1.6461 -0.2618 -0.2281 -0.0185 0.12
H 2.3326 2.3438 -2.4114 0.2844 -0.1370 0.1054 0.07
H 3.5357 1.0363 -2.1992 -0.0617 0.3167 0.0817 0.07
C -1.3068 -3.2480 -2.8845 0.7418 -0.6828 -0.4745 -0.13
C -0.1149 -3.1654 -3.5065 -0.9710 -1.1657 0.0313 -0.16
C 0.0284 -2.7734 -4.9534 0.1215 -0.0262 -0.3779 -0.17
C -0.9296 -1.6681 -5.4700 0.2460 -0.4351 -0.4491 -0.17
C -1.2768 -0.5843 -4.4942 -0.9743 0.4550 -0.0999 -0.11
C -2.4030 -0.5925 -3.7516 0.3211 0.0715 -1.0947 -0.15
C -3.2953 -1.7896 -3.6059 -0.4524 -0.2432 -0.0333 -0.16
C -2.6046 -3.1744 -3.6246 -0.5704 0.1623 -0.1783 -0.16
H -0.1197 -3.6552 -5.5972 0.1460 0.1136 0.2065 0.14
H -1.8347 -2.1331 -5.8875 0.2480 0.3164 0.2760 0.12
H 1.0611 -2.4532 -5.1443 -0.1122 -0.1043 0.0860 0.11
H -2.4863 -3.5163 -4.6619 0.1061 0.0806 0.4460 0.11
H -1.3881 -3.5216 -1.8279 0.1461 -0.1111 -0.3661 0.10
H 0.7863 -3.5965 -3.0511 -0.3735 0.4892 0.0316 0.10
H -3.3003 -3.8946 -3.1694 0.1867 0.2047 -0.0606 0.13
H -3.8560 -1.6915 -2.6668 0.0302 0.0357 -0.1448 0.11
H -2.8033 0.3177 -3.2853 0.4791 -0.3230 0.0135 0.09
H -4.0526 -1.7968 -4.4067 0.0845 0.1379 0.2462 0.14
H -0.4385 -1.2001 -6.3357 -0.1210 -0.0712 0.2453 0.13
H -0.6352 0.3014 -4.5522 -0.3315 -0.1914 0.0899 0.10
P 0.8228 -1.5527 -0.8338 0.7222 0.9739 0.3640 0.81
C 0.7294 -3.2502 -0.2691 -0.1194 -0.6807 -0.0349 -0.21
C 1.8953 -1.3340 -2.2791 -0.0796 -0.2613 -0.6808 -0.21
P -1.0459 1.0283 -0.9781 1.2872 0.1733 0.2589 0.80
C -0.8448 -0.8299 -1.2439 -0.1273 0.3528 0.9417 -0.45
C -0.6967 1.9526 -2.4925 -0.1276 0.0736 -0.4391 -0.22
C -2.7030 1.4653 -0.4624 -0.5893 -0.0870 0.1267 -0.21
H 0.0339 -3.3303 0.5781 0.2317 0.1636 -0.1954 0.07
H 1.7318 -3.5435 0.0763 -0.2514 0.1147 -0.0639 0.07
H 0.4128 -3.9419 -1.0605 0.1947 0.2314 0.2772 0.04
H 1.4118 -1.6617 -3.2054 0.3119 0.1368 0.3400 0.02
H 2.8000 -1.9369 -2.1201 -0.1747 0.1297 -0.0797 0.08
H 2.1811 -0.2849 -2.4133 -0.1711 -0.3412 0.3140 0.02
H -3.4478 1.0136 -1.1332 0.1252 0.2102 0.1794 0.06
H -2.7972 2.5635 -0.4921 0.0522 -0.3857 -0.0350 0.08
H -2.8835 1.1309 0.5676 0.0515 0.0424 -0.3779 0.03
H -1.6674 -1.3736 -0.7610 0.2705 0.1337 0.0613 0.09
H -0.8981 -1.0297 -2.3124 -0.0984 0.2881 -0.2499 0.00
H -0.8071 3.0240 -2.2710 0.0114 -0.3213 0.0425 0.07
H -1.3974 1.6923 -3.2898 0.1304 0.2198 0.1606 0.03
H 0.3278 1.7757 -2.8468 -0.3230 -0.0332 0.1888 0.05
C -3.0902 2.6115 4.4359 0.1710 0.1309 -0.0359 -0.08
N -2.0478 1.6089 4.4125 -0.3465 -0.5898 -0.2739 -0.29
C -1.0316 1.8176 5.4215 -0.1101 0.3673 0.1797 -0.09
C -1.6557 1.1443 3.0900 -0.3428 0.5470 0.2578 -0.19
C -0.9161 -0.1705 3.1786 -0.0582 -0.1835 -0.3083 -0.24
C -1.3327 -1.0299 4.1901 0.0966 -0.4860 0.4794 -0.04
C -0.6378 -2.2076 4.4727 -0.1576 0.2592 -0.3249 -0.04
C 0.4776 -2.5363 3.7013 0.2403 -0.1720 0.1747 -0.07
C 0.8698 -1.7066 2.6567 -0.4126 -0.3122 -0.0962 -0.19
C 0.1260 -0.5604 2.3140 0.7606 0.8648 -0.9178 -0.20
H -2.7199 3.6019 4.1031 -0.1898 -0.0993 0.0742 0.09
H -3.4612 2.7113 5.4668 0.0279 0.0302 -0.3844 0.10
H -3.9166 2.3048 3.7821 0.1281 0.1003 0.1880 0.09
H -0.3082 0.9960 5.4645 -0.1715 0.1420 -0.0833 0.08
H -0.4921 2.7736 5.2917 -0.0070 -0.1387 0.0603 0.08
H -1.5450 1.8724 6.3945 0.2921 -0.0555 -0.2408 0.10
H -2.5848 1.0045 2.5123 0.0861 -0.0155 0.2986 0.10
H -1.0921 1.9160 2.5273 0.1590 -0.2817 -0.0769 0.09
H -2.1896 -0.7311 4.8014 0.3837 -0.1269 -0.1894 0.13
H -0.9586 -2.8392 5.3006 0.1025 0.0876 -0.2715 0.12
H 1.0475 -3.4406 3.9193 -0.1001 0.2621 0.0166 0.12
H 1.7750 -1.9605 2.0904 -0.3825 -0.0385 0.1476 0.08
```
Positions in Å, forces in eV/Å.

Values from the calculation:
HOMO level (spin up / spin down) (eV): -12.684 / -12.693
Calculated total energy (a.u.): -2055.00584
<S²>: 2.02
Orbital gap (spin up / spin down) (eV): 5.32 / 5.56
Net charge: +2
Multiplicity: 3